Entry 1:
{
  "formula": "C27H28FeN2Si",
  "method": "ωB97M-V/def2-TZVPD",
  "multiplicity": 6,
  "s_squared": 8.7655,
  "charge": 1,
  "molar_mass_g_mol": 464.47,
  "orbital_gap_ha": [0.2398, 0.2509],
  "lumo_ha": [-0.126, -0.166],
  "homo_ev": [-9.94, -11.34],
  "symbols": ["C", "C", "C", "H", "C", "C", "H", "H", "H", "H", "Fe", "C", "H", "H", "H", "Si", "C", "C", "H", "C", "H", "C", "H", "C", "H", "C", "H", "C", "C", "H", "C", "H", "C", "H", "C", "H", "C", "H", "H", "H", "N", "C", "C", "C", "C", "C", "C", "C", "C", "N", "C", "H", "H", "H", "H", "H", "H", "H", "H"],
  "positions_angstrom": [[1.184, 1.910, -0.122], [0.188, 2.012, -1.149], [-1.096, 1.987, -0.521], [0.361, 2.215, -2.202], [-0.898, 1.906, 0.888], [0.517, 1.850, 1.134], [0.992, 1.836, 2.111], [2.263, 1.973, -0.278], [-2.042, 2.125, -1.031], [-1.681, 1.974, 1.630], [-0.054, -0.012, -0.005], [-1.398, -3.472, -5.160], [-2.133, -3.500, -4.358], [-1.752, -2.819, -5.960], [-0.440, -3.115, -4.784], [-0.184, -0.847, -2.260], [1.530, -0.852, -3.002], [2.347, 0.292, -3.104], [2.049, 1.234, -2.648], [3.547, 0.245, -3.820], [4.170, 1.145, -3.885], [3.939, -0.943, -4.445], [4.869, -0.978, -5.017], [3.152, -2.098, -4.320], [3.454, -3.029, -4.809], [1.970, -2.062, -3.564], [1.367, -2.966, -3.442], [-1.299, 0.069, -3.447], [-0.837, 0.581, -4.673], [0.151, 0.299, -5.048], [-1.626, 1.486, -5.397], [-1.243, 1.907, -6.330], [-2.883, 1.856, -4.912], [-3.477, 2.595, -5.451], [-3.383, 1.291, -3.732], [-4.370, 1.569, -3.354], [-2.608, 0.370, -3.021], [-3.003, -0.093, -2.112], [-0.663, -2.242, -2.139], [-1.271, -4.483, -5.559], [1.313, -1.632, 0.389], [0.988, -2.467, 1.517], [1.390, -3.787, 1.601], [1.174, -4.516, 2.791], [0.614, -3.905, 3.903], [0.172, -2.568, 3.838], [-0.364, -1.881, 4.947], [-0.829, -0.598, 4.757], [-0.762, -0.002, 3.482], [-0.163, -0.583, 2.440], [0.332, -1.843, 2.600], [2.124, -1.047, 0.601], [1.617, -2.177, -0.426], [1.905, -4.258, 0.768], [1.502, -5.556, 2.862], [0.506, -4.432, 4.860], [-0.420, -2.374, 5.914], [-1.267, -0.012, 5.559], [-1.226, 0.971, 3.336]],
  "forces_ev_per_angstrom": [[-0.3, 0.2, 0.2], [-0.5, 0.4, 0.4], [0.6, 0.9, 0.2], [-0.1, -0.3, 0.3], [0.6, 0.3, -0.7], [-0.3, 0.8, -0.4], [-0.1, -0.1, -0.3], [-0.4, -0.2, 0.1], [0.2, -0.2, 0.1], [0.1, -0.2, -0.1], [-0.1, -0.1, 1.3], [-0.1, -0.2, -0.2], [0.0, 0.1, 0.0], [0.1, 0.0, 0.1], [-0.1, 0.0, 0.0], [-0.6, 0.1, -1.1], [0.4, -0.2, 0.4], [0.2, -0.4, -0.4], [0.1, -0.3, -0.2], [-0.1, 0.0, 0.1], [-0.2, -0.4, 0.0], [-0.2, -0.3, 0.1], [-0.3, 0.0, 0.2], [0.0, 0.2, 0.2], [0.0, 0.3, 0.2], [0.4, 0.3, -0.4], [0.2, 0.3, -0.2], [-0.4, 0.0, -0.1], [-0.3, 0.3, 0.3], [-0.3, 0.2, 0.1], [0.0, -0.2, 0.2], [-0.2, -0.1, 0.3], [0.1, 0.0, 0.1], [0.1, -0.2, 0.1], [0.1, -0.3, 0.0], [0.3, -0.1, -0.2], [0.3, 0.4, -0.5], [0.1, 0.2, -0.2], [0.1, -0.3, 0.1], [0.0, 0.2, 0.1], [0.7, -0.1, -0.4], [0.6, -0.7, 0.2], [-0.3, 0.5, 0.1], [-0.2, 0.1, 0.8], [0.3, -0.5, -0.3], [0.5, 0.3, -0.9], [-0.3, 0.6, -0.3], [0.1, -0.1, 0.1], [0.5, -0.7, -0.5], [-0.6, -0.1, 0.3], [-0.5, -0.3, 1.1], [0.0, -0.1, 0.2], [-0.3, 0.1, 0.3], [-0.1, 0.1, 0.1], [-0.1, 0.4, -0.1], [0.1, 0.1, -0.5], [0.0, 0.1, -0.2], [0.0, -0.2, 0.0], [0.3, -0.2, -0.1]]
}

---

Entry 2:
{
  "formula": "C24H30F3O5Re",
  "method": "ωB97M-V/def2-TZVPD",
  "multiplicity": 4,
  "e_above_lowest_ev": 0.158,
  "s_squared": 3.7702,
  "charge": -1,
  "molar_mass_g_mol": 641.70,
  "orbital_gap_ha": [0.1027, 0.1982],
  "lumo_ha": [0.084, 0.084],
  "homo_ev": [-0.50, -3.11],
  "symbols": ["C", "C", "C", "C", "H", "H", "C", "H", "H", "C", "H", "H", "C", "C", "C", "O", "O", "O", "O", "C", "H", "H", "H", "C", "H", "H", "H", "O", "H", "H", "C", "C", "H", "H", "H", "H", "H", "H", "Re", "C", "C", "C", "H", "C", "C", "H", "H", "H", "H", "C", "C", "C", "H", "C", "C", "H", "H", "H", "H", "F", "C", "F", "F"],
  "positions_angstrom": [[-0.029, -0.355, -3.278], [-0.579, -1.393, -2.235], [-0.242, 1.068, -2.706], [-1.387, 0.930, -1.712], [-0.480, 1.729, -3.542], [0.670, 1.407, -2.196], [-1.199, -0.516, -1.142], [0.237, -2.064, -1.899], [-1.363, -1.993, -2.737], [-0.223, -0.154, -0.013], [-2.124, -0.956, -0.739], [-2.335, 1.007, -2.260], [-1.290, 1.853, -0.465], [1.420, -0.509, -3.667], [-0.693, -0.459, -4.662], [-1.314, 0.483, -5.114], [2.263, -1.162, -3.063], [1.715, 0.207, -4.771], [-0.544, -1.576, -5.407], [0.143, -2.799, -5.029], [0.012, -3.076, -3.977], [1.206, -2.713, -5.277], [-0.314, -3.548, -5.673], [3.114, 0.128, -5.075], [3.692, 0.552, -4.235], [3.254, 0.705, -5.984], [3.404, -0.928, -5.209], [-0.697, 1.066, 0.563], [0.803, 0.053, -0.397], [-0.093, -0.941, 0.760], [-2.697, 2.192, 0.008], [-0.356, 3.075, -0.581], [-0.433, 3.597, -1.553], [0.691, 2.794, -0.406], [-0.613, 3.759, 0.241], [-2.655, 2.581, 1.025], [-3.277, 1.265, 0.029], [-3.207, 2.915, -0.635], [0.010, -0.400, 3.809], [-1.656, -1.032, 4.930], [-2.080, -0.899, 3.564], [-1.300, -1.803, 2.768], [-2.925, -0.334, 3.199], [-0.343, -2.452, 3.624], [-0.621, -2.029, 4.983], [-0.200, -2.429, 5.889], [-2.103, -0.540, 5.791], [-1.476, -2.013, 1.711], [0.386, -3.193, 3.304], [1.953, 1.200, 3.775], [2.036, 0.070, 4.643], [2.220, -1.094, 3.796], [2.144, 0.088, 5.726], [2.276, -0.653, 2.420], [2.105, 0.761, 2.416], [2.241, 1.401, 1.556], [1.902, 2.214, 4.139], [2.471, -2.064, 4.194], [2.570, -1.263, 1.565], [-0.869, 2.160, 5.088], [-0.896, 1.707, 3.780], [-2.191, 1.816, 3.339], [-0.136, 2.554, 3.005]],
  "forces_ev_per_angstrom": [[0.3, -0.5, -0.8], [0.0, 0.4, -0.7], [0.2, -0.2, -0.2], [0.0, -0.6, -0.1], [0.2, 0.1, 0.3], [-0.2, -0.1, -0.2], [0.4, 0.7, 0.5], [-0.5, 0.4, 0.0], [0.4, 0.2, 0.4], [0.8, -0.2, 0.5], [0.3, 0.2, 0.0], [0.1, 0.3, 0.2], [0.1, 0.1, -0.2], [1.5, -0.9, 1.5], [-1.1, 1.2, 0.0], [0.4, -1.5, -0.1], [-1.2, 0.8, -0.8], [0.4, -0.3, 0.5], [-0.2, -0.2, 0.1], [-0.1, 0.6, -0.1], [0.1, 0.2, -0.3], [-0.2, 0.0, 0.2], [0.1, 0.0, 0.1], [0.3, 0.0, 0.1], [-0.2, -0.2, -0.5], [0.0, 0.0, 0.0], [0.0, 0.5, 0.0], [-0.3, -1.4, -0.1], [-0.4, -0.4, -0.2], [-0.2, 0.8, -0.4], [0.0, 0.1, 0.1], [-0.4, 0.4, -0.2], [-0.1, -0.1, 0.4], [-0.3, -0.1, -0.2], [0.1, -0.1, -0.3], [0.0, 0.0, 0.0], [-0.1, 0.1, 0.0], [0.1, 0.0, -0.1], [0.7, 3.1, 1.8], [-1.5, -0.9, 0.3], [-0.8, -1.4, -0.3], [-1.3, -0.9, -0.8], [0.3, 0.2, 0.0], [-0.7, -1.2, -0.5], [0.0, -0.4, 0.8], [0.2, -0.1, 0.1], [0.2, 0.0, -0.3], [0.0, 0.1, 0.4], [-0.3, 0.1, 0.2], [1.2, -0.5, -0.6], [0.8, -0.2, -0.7], [0.1, 1.2, -0.2], [-0.1, 0.0, -0.3], [1.2, 0.7, 0.2], [0.9, -0.5, 0.8], [-0.4, 0.0, 0.0], [-0.2, -0.1, -0.2], [-0.2, -0.2, -0.2], [-0.3, 0.1, 0.3], [-0.5, 1.0, -0.4], [1.9, -2.7, -0.8], [0.1, 1.1, 0.4], [-1.3, 1.3, 0.5]]
}

---

Entry 3:
{
  "formula": "C3H7N3S",
  "method": "ωB97M-V/def2-TZVPD",
  "e_above_lowest_ev": 0.669,
  "charge": 0,
  "molar_mass_g_mol": 117.18,
  "orbital_gap_ha": 0.3228,
  "smiles": "[H]/N=C(\\CN)NC=S",
  "lumo_ha": 0.009,
  "homo_ev": -8.54,
  "symbols": ["C", "C", "C", "H", "H", "H", "H", "H", "H", "H", "N", "N", "N", "S"],
  "positions_angstrom": [[1.358, -0.198, 0.234], [0.113, 0.671, 0.003], [-2.353, 0.493, -0.033], [1.792, -2.202, 0.201], [1.215, -1.663, -1.189], [1.500, -0.218, 1.316], [2.204, 0.362, -0.226], [1.024, 2.310, -0.053], [-1.032, -1.085, 0.146], [-2.249, 1.598, -0.077], [1.124, -1.563, -0.190], [0.107, 1.946, -0.183], [-1.089, -0.061, 0.054], [-3.714, -0.391, -0.003]],
  "forces_ev_per_angstrom": [[-0.4, 0.8, 0.1], [-0.5, 0.7, -0.1], [1.4, 0.3, 0.3], [0.2, -0.1, 0.3], [-0.1, 0.1, -0.3], [0.2, 0.1, 0.0], [-0.3, -0.6, 0.2], [0.9, 0.3, -0.2], [0.2, 0.7, -0.1], [-0.5, -0.7, -0.1], [0.2, 0.0, -0.3], [-1.0, -1.9, 0.5], [-0.4, 0.0, -0.2], [0.1, 0.3, -0.1]]
}

---

Entry 4:
{
  "formula": "C11H4Br2F6N2O5PbS2",
  "method": "ωB97M-V/def2-TZVPD",
  "e_above_lowest_ev": 0.754,
  "charge": 2,
  "molar_mass_g_mol": 789.29,
  "orbital_gap_ha": 0.1687,
  "lumo_ha": -0.414,
  "homo_ev": -15.85,
  "symbols": ["Pb", "Br", "C", "C", "C", "Br", "C", "C", "C", "C", "N", "C", "C", "O", "H", "H", "H", "H", "F", "C", "F", "F", "S", "O", "O", "N", "S", "O", "O", "C", "F", "F", "F"],
  "positions_angstrom": [[-0.878, -1.486, -1.213], [-0.309, -1.272, 4.197], [1.132, -1.188, 3.031], [2.435, -1.091, 3.480], [3.505, -1.022, 2.589], [5.231, -0.904, 3.281], [3.282, -1.045, 1.164], [4.311, -0.982, 0.207], [3.986, -1.025, -1.136], [2.647, -1.155, -1.506], [1.668, -1.222, -0.617], [1.957, -1.158, 0.685], [0.814, -1.246, 1.604], [-0.347, -1.395, 1.212], [2.629, -1.079, 4.546], [5.346, -0.913, 0.513], [4.752, -0.968, -1.896], [2.365, -1.224, -2.547], [-5.282, 1.487, -2.845], [-4.791, 0.306, -2.580], [-5.689, -0.632, -2.746], [-3.738, 0.065, -3.354], [-4.092, 0.178, -0.776], [-3.140, -0.927, -0.963], [-5.143, -0.031, 0.128], [-3.335, 1.545, -0.596], [-1.939, 1.896, -1.236], [-0.965, 0.780, -1.079], [-1.999, 2.444, -2.531], [-1.245, 3.130, 0.020], [-0.044, 3.503, -0.387], [-1.106, 2.465, 1.163], [-2.019, 4.166, 0.190]],
  "forces_ev_per_angstrom": [[-1.3, 0.4, -0.6], [0.8, 0.1, -0.5], [0.0, 0.0, 2.1], [-0.9, -0.1, 0.5], [1.0, 0.1, 0.1], [-1.1, -0.1, -0.4], [-0.3, -0.1, -0.9], [-0.3, 0.0, 0.1], [-0.2, 0.0, 0.0], [0.7, 0.0, -0.1], [-0.2, 0.2, 1.0], [1.1, 0.1, -0.9], [-1.6, -0.3, -1.0], [1.6, 0.3, 0.5], [0.0, 0.0, 0.0], [0.0, 0.0, 0.0], [0.0, 0.0, 0.0], [0.0, 0.1, -0.1], [-0.1, 0.2, 0.1], [0.5, -0.3, 1.4], [-0.3, -0.2, -0.1], [0.3, 0.0, -0.5], [-0.2, 1.1, -2.3], [0.7, -1.0, 0.3], [-0.5, 0.1, 0.7], [0.7, 0.1, 0.3], [-1.5, -0.1, 1.0], [1.0, -0.6, 0.1], [0.3, 0.5, -0.6], [-0.1, -0.5, -0.2], [0.1, 0.1, -0.3], [-0.1, -0.1, 0.3], [-0.2, 0.0, -0.2]]
}

---

- What is the formula in the third record?
  C3H7N3S